No. 1
C16H14BrF3O3 in the gas phase, computed with ωB97M-V with the def2-TZVPD basis set.

Calculated values
SMILES: CCOCc1ccc2c(c1Br)C(=O)C=C(CCC(F)(F)F)C2=O
Energy: -3716.8385 Eh
Total charge: 0
Energy above the lowest of the compared OMol25 structures with the same formula, charge and spin: 8.940 eV

```
37
C16H14BrF3O3, DFT ωB97M-V with the def2-TZVPD basis set
C 5.3326 -1.9479 -0.1267
C 5.8510 -0.5541 -0.8356
O 4.8140 0.4865 -0.9440
C 4.3869 0.9591 0.4045
C 2.7479 0.6763 0.4644
C 2.2085 -0.6928 1.2563
C 0.5490 -0.8919 1.2255
C -0.4863 0.1866 0.5223
C 0.0747 1.5595 -0.2105
C 1.7012 1.7644 -0.2450
Br 2.5267 3.3458 -1.1488
C -1.0537 2.5781 -0.8295
O -0.8029 3.8530 -1.2387
C -2.6204 2.0919 -0.9377
C -3.1748 0.8365 -0.2885
C -4.7701 0.5489 -0.5432
C -5.5126 -0.3325 0.6223
C -5.7874 -1.8379 -0.0529
F -4.4966 -2.4123 -0.5884
F -6.4853 -2.7698 0.8644
F -6.6632 -1.6903 -1.2750
C -2.1305 -0.1104 0.5482
O -2.4837 -1.2064 1.2751
H 5.6101 -1.8441 1.0293
H 5.8947 -2.9186 -0.5137
H 4.1713 -2.1129 -0.1700
H 6.1508 -0.8417 -1.9541
H 6.8635 -0.1444 -0.3544
H 4.6600 2.1011 0.4459
H 4.9400 0.4260 1.2874
H 2.9340 -1.4586 1.7941
H 0.1105 -1.8536 1.7385
H -3.3685 2.7714 -1.5729
H -5.3064 1.6147 -0.5489
H -4.8629 0.0966 -1.6339
H -4.9353 -0.3919 1.6442
H -6.5865 0.1152 0.8900
```


No. 2
C16H14BrN3O in the gas phase, computed with ωB97M-V with the def2-TZVPD basis set.

Calculated values
SMILES: O=C(NCCc1nc2ccccc2[nH]1)c1cccc(Br)c1
Energy: -3431.6915 Eh
Total charge: 0
Energy above the lowest of the compared OMol25 structures with the same formula, charge and spin: 0.000 eV

```
35
C16H14BrN3O, DFT ωB97M-V with the def2-TZVPD basis set
O -1.0363 -1.5456 -1.9408
C -0.1577 -1.6816 -1.1091
N -0.2314 -2.6191 -0.1231
C -1.5318 -3.1315 0.2468
C -2.1218 -2.3021 1.4145
C -1.7071 -0.8824 1.2461
N -0.6329 -0.3838 1.7888
C -0.5074 0.8847 1.2803
C 0.4703 1.8482 1.4945
C 0.3579 3.0343 0.8008
C -0.6977 3.2719 -0.0816
C -1.6824 2.3303 -0.3046
C -1.5721 1.1338 0.3829
N -2.3279 -0.0115 0.3968
C 1.0464 -0.8002 -1.0937
C 0.9397 0.4099 -1.7752
C 1.9617 1.3382 -1.7299
C 3.1123 1.0688 -1.0099
C 3.2218 -0.1474 -0.3575
Br 4.8093 -0.5353 0.6209
C 2.2086 -1.0873 -0.3872
H 0.4163 -2.5319 0.6466
H -1.4468 -4.1825 0.5300
H -2.1620 -3.0470 -0.6415
H -3.2072 -2.4001 1.4310
H -1.7149 -2.6559 2.3620
H 1.2841 1.6615 2.1767
H 1.1033 3.8034 0.9401
H -0.7428 4.2167 -0.6026
H -2.4956 2.5135 -0.9907
H -3.1160 -0.2128 -0.1954
H 0.0351 0.6067 -2.3293
H 1.8639 2.2782 -2.2503
H 3.9153 1.7877 -0.9575
H 2.3456 -2.0297 0.1211
```


no.,E_HOMO (eV),F_max (eV/A),gap between HOMO and LUMO (eV)
1,-8.9639,8.6,6.7774
2,-8.5457,0.8,9.1041